{"formula": "C72H108O54", "method": "wB97M-V/def2-TZVPD", "gap_ev": 9.9655, "total_energy_ev": -186980.1370, "symbols": ["C", "C", "C", "O", "C", "O", "O", "H", "H", "H", "H", "H", "H", "C", "C", "C", "O", "C", "O", "O", "H", "H", "H", "H", "H", "H", "C", "C", "C", "O", "C", "O", "O", "H", "H", "H", "H", "H", "H", "C", "C", "C", "O", "C", "O", "O", "H", "H", "H", "H", "H", "H", "C", "C", "C", "O", "C", "O", "O", "H", "H", "H", "H", "H", "H", "C", "C", "C", "O", "C", "O", "O", "H", "H", "H", "H", "H", "H", "C", "C", "C", "O", "C", "O", "O", "H", "H", "H", "H", "H", "H", "C", "C", "C", "O", "C", "O", "O", "H", "H", "H", "H", "H", "H", "C", "C", "C", "O", "C", "O", "O", "H", "H", "H", "H", "H", "H", "C", "C", "C", "O", "C", "O", "O", "H", "H", "H", "H", "H", "H", "C", "C", "C", "O", "C", "O", "O", "H", "H", "H", "H", "H", "H", "C", "C", "C", "O", "C", "O", "O", "H", "H", "H", "H", "H", "H", "C", "C", "C", "O", "C", "O", "O", "H", "H", "H", "H", "H", "H", "C", "C", "C", "O", "C", "O", "O", "H", "H", "H", "H", "H", "H", "C", "C", "C", "O", "C", "O", "O", "H", "H", "H", "H", "H", "H", "C", "C", "C", "O", "C", "O", "O", "H", "H", "H", "H", "H", "H", "C", "C", "C", "O", "C", "O", "O", "H", "H", "H", "H", "H", "H", "C", "C", "C", "O", "C", "O", "O", "H", "H", "H", "H", "H", "H"], "coordinates": [[12.178, -19.823, 0.397], [12.604, -20.886, 1.447], [11.600, -21.312, 2.494], [11.532, -22.758, 2.255], [12.235, -23.146, 1.216], [12.446, -24.325, 0.849], [12.826, -22.070, 0.666], [13.051, -19.550, -0.195], [11.714, -19.027, 0.980], [11.405, -19.969, -0.358], [13.470, -20.522, 1.999], [10.622, -20.944, 2.185], [11.809, -20.959, 3.504], [1.247, -24.223, 9.852], [2.324, -23.192, 9.340], [2.720, -22.080, 10.240], [4.141, -22.258, 10.297], [4.583, -23.140, 9.380], [5.753, -23.347, 9.128], [3.514, -23.825, 8.919], [0.224, -23.850, 9.899], [1.518, -24.614, 10.832], [1.158, -25.088, 9.194], [1.932, -22.770, 8.414], [2.177, -22.113, 11.185], [2.482, -21.114, 9.795], [1.757, -27.965, -4.314], [1.466, -26.965, -3.252], [0.549, -27.453, -2.205], [1.098, -27.036, -0.983], [2.341, -26.579, -1.274], [3.040, -25.994, -0.471], [2.625, -26.750, -2.511], [2.081, -28.934, -3.936], [2.576, -27.498, -4.860], [0.920, -28.033, -5.009], [1.111, -25.959, -3.478], [0.518, -28.529, -2.033], [-0.471, -27.126, -2.412], [9.822, -22.972, 8.071], [10.329, -23.918, 6.937], [10.864, -23.271, 5.706], [12.020, -24.051, 5.422], [12.336, -24.791, 6.509], [13.362, -25.384, 6.742], [11.383, -24.633, 7.433], [9.413, -23.554, 8.897], [9.116, -22.252, 7.658], [10.710, -22.420, 8.379], [9.461, -24.543, 6.729], [11.049, -22.211, 5.879], [10.128, -23.442, 4.920], [6.942, -16.519, 4.071], [7.838, -16.611, 2.861], [9.322, -16.746, 3.221], [9.804, -17.917, 2.576], [8.766, -18.544, 1.940], [8.890, -19.524, 1.227], [7.626, -17.907, 2.269], [7.190, -17.244, 4.846], [5.921, -16.484, 3.693], [7.114, -15.552, 4.544], [7.681, -15.778, 2.177], [9.497, -16.933, 4.281], [9.960, -15.964, 2.809], [6.486, -21.800, 1.505], [6.290, -21.906, 2.979], [7.164, -22.909, 3.778], [7.692, -22.119, 4.813], [7.315, -20.856, 4.684], [7.525, -20.130, 5.653], [6.639, -20.686, 3.595], [7.512, -21.491, 1.306], [5.885, -21.039, 1.005], [6.054, -22.718, 1.106], [5.253, -22.165, 3.193], [7.940, -23.252, 3.094], [6.507, -23.709, 4.120], [1.521, -23.543, 1.978], [2.598, -22.636, 1.445], [2.299, -21.746, 0.215], [2.819, -20.483, 0.596], [3.074, -20.447, 1.947], [3.512, -19.490, 2.564], [3.002, -21.724, 2.412], [1.904, -24.046, 2.865], [1.230, -24.288, 1.237], [0.613, -23.028, 2.291], [3.562, -23.099, 1.230], [1.220, -21.688, 0.072], [2.887, -22.119, -0.624], [4.744, -26.246, 6.945], [6.135, -25.727, 6.639], [7.131, -26.247, 7.667], [8.082, -26.993, 6.877], [7.832, -26.877, 5.556], [8.489, -27.483, 4.708], [6.627, -26.277, 5.402], [4.393, -25.948, 7.933], [4.720, -27.332, 6.845], [4.013, -25.896, 6.216], [6.171, -24.644, 6.518], [6.738, -27.034, 8.310], [7.559, -25.407, 8.214], [15.542, -17.698, 5.791], [14.037, -17.443, 5.542], [13.481, -18.035, 4.199], [12.579, -19.057, 4.603], [12.493, -18.999, 5.935], [11.600, -19.532, 6.647], [13.371, -18.185, 6.486], [15.819, -18.737, 5.615], [15.757, -17.342, 6.799], [16.071, -17.112, 5.041], [13.806, -16.388, 5.689], [14.187, -18.507, 3.516], [13.074, -17.122, 3.764], [5.838, -24.519, -1.732], [5.993, -25.022, -3.157], [4.822, -24.601, -4.035], [5.366, -23.806, -5.009], [6.676, -23.696, -4.847], [7.386, -23.253, -5.733], [7.051, -24.287, -3.738], [5.796, -25.432, -1.138], [5.141, -23.698, -1.566], [6.750, -24.028, -1.390], [6.120, -26.100, -3.249], [4.144, -24.008, -3.421], [4.206, -25.376, -4.491], [1.508, -28.611, 2.346], [2.980, -28.070, 2.341], [3.217, -27.043, 3.449], [4.362, -27.485, 4.039], [4.598, -28.722, 3.783], [5.359, -29.470, 4.440], [3.760, -29.134, 2.848], [1.531, -29.432, 1.630], [0.816, -27.915, 1.872], [1.242, -28.911, 3.360], [3.284, -27.856, 1.317], [2.349, -26.941, 4.100], [3.480, -26.081, 3.009], [8.344, -19.229, -2.121], [7.035, -19.791, -1.608], [5.866, -18.792, -1.596], [4.804, -19.495, -2.228], [5.192, -20.694, -2.574], [4.428, -21.514, -3.066], [6.536, -20.800, -2.477], [8.636, -18.408, -1.466], [8.243, -18.924, -3.162], [9.118, -19.996, -2.126], [7.072, -20.227, -0.610], [6.089, -17.874, -2.140], [5.655, -18.644, -0.537], [1.357, -19.214, -2.443], [-0.083, -19.551, -2.021], [-0.552, -18.815, -0.764], [-1.688, -18.137, -1.279], [-1.885, -18.361, -2.629], [-2.786, -17.914, -3.346], [-0.912, -19.160, -3.063], [1.636, -18.179, -2.248], [1.592, -19.544, -3.455], [2.101, -19.674, -1.792], [-0.252, -20.624, -1.930], [0.270, -18.163, -0.466], [-0.757, -19.414, 0.124], [9.746, -19.853, 9.950], [8.545, -19.789, 8.966], [7.251, -20.250, 9.568], [6.278, -19.338, 9.112], [6.909, -18.225, 8.716], [6.445, -17.176, 8.347], [8.262, -18.413, 8.719], [10.267, -18.941, 10.239], [10.431, -20.633, 9.617], [9.462, -20.029, 10.987], [8.777, -20.164, 7.968], [7.292, -20.323, 10.654], [7.095, -21.276, 9.235], [10.838, -15.263, 7.760], [10.067, -14.114, 7.119], [8.827, -14.536, 6.319], [7.921, -13.511, 6.591], [8.267, -12.809, 7.739], [7.504, -12.041, 8.312], [9.507, -13.284, 8.160], [11.629, -14.877, 8.403], [11.297, -15.897, 7.001], [10.209, -15.975, 8.293], [10.628, -13.457, 6.454], [8.334, -15.430, 6.701], [9.074, -14.569, 5.257], [2.989, -20.730, 5.681], [4.030, -19.942, 6.446], [4.658, -18.775, 5.720], [3.755, -17.697, 5.963], [2.965, -18.040, 7.085], [2.349, -17.172, 7.712], [3.277, -19.285, 7.443], [2.365, -21.375, 6.300], [3.682, -21.340, 5.101], [2.424, -20.166, 4.939], [4.703, -20.658, 6.919], [4.785, -18.942, 4.650], [5.635, -18.497, 6.115], [8.728, -27.720, -0.569], [8.473, -27.328, 0.920], [9.091, -25.949, 1.218], [8.075, -25.202, 1.791], [6.927, -25.912, 1.799], [5.831, -25.469, 2.171], [7.109, -27.084, 1.229], [9.803, -27.854, -0.690], [8.325, -26.929, -1.201], [8.167, -28.627, -0.798], [8.784, -28.124, 1.597], [9.602, -25.460, 0.389], [9.874, -26.023, 1.973], [10.379, -23.796, -2.045], [10.612, -25.027, -2.967], [10.217, -24.918, -4.440], [11.244, -25.467, -5.185], [12.287, -25.678, -4.319], [13.384, -26.108, -4.650], [11.980, -25.314, -3.153], [10.700, -24.065, -1.039], [9.362, -23.447, -1.868], [10.998, -22.923, -2.251], [10.108, -25.904, -2.562], [10.046, -23.890, -4.760], [9.257, -25.421, -4.554]], "atomic_forces_ev_per_a": [[0.0237, 0.4967, 1.0467], [-0.7778, 0.5275, -1.7546], [-1.4130, -0.4270, -1.7148], [-0.9335, -0.0353, 1.9810], [2.1934, -2.8943, -0.9552], [-1.3854, 3.9540, 1.0473], [0.8495, -0.4524, 0.0034], [0.0931, 0.4549, 0.3998], [0.6183, 0.7141, -0.0708], [-0.1828, -1.3204, 0.3460], [0.6408, -0.3268, -0.6159], [-0.1520, 0.1040, 0.3310], [0.1864, -0.9110, -0.0120], [1.0111, 0.0672, -0.0628], [-3.0761, -1.3231, -1.5597], [0.0536, 0.4674, -0.0168], [0.6757, 0.9020, 0.5654], [0.5751, -0.5397, 0.8767], [-1.9299, 0.2479, 0.0208], [1.2570, -0.4538, -0.2460], [0.2464, 0.6246, 0.0712], [0.0456, 0.0979, 0.1013], [0.4006, 0.0792, -0.2305], [-0.3065, 0.0617, -0.0279], [0.8007, -0.2151, 0.4268], [0.3078, 0.0838, -0.0159], [0.2536, 1.0969, -1.3083], [-0.8146, -0.4261, 0.2910], [-1.8863, -2.2048, 0.6628], [0.3800, 1.4703, 0.5609], [0.2878, 1.9805, 3.8287], [-0.6744, -1.0794, -0.6976], [2.5864, -0.0339, -1.5127], [-0.2316, 0.1688, 0.1516], [0.1499, -0.4436, -0.4153], [0.0049, -0.3040, 0.0679], [0.0462, -0.0711, -1.2048], [-0.1087, -0.3545, -0.9989], [-0.0265, 0.2710, 0.5830], [1.0497, -0.1701, -1.2563], [-2.8667, 1.3435, 1.7972], [-0.9272, -0.1755, -0.5649], [0.7332, -0.0778, -0.3401], [1.9307, -0.0391, 0.9907], [-1.4796, 0.6587, -1.1269], [0.8414, -1.5413, 0.9834], [-0.0358, 0.1504, -0.0713], [-0.2370, -0.1804, 0.0920], [-0.0901, 0.0988, 0.3442], [0.2118, -0.6209, -0.3486], [0.4965, 0.0532, -0.3060], [0.3259, 0.4629, -0.3255], [0.1446, 1.1414, -0.3402], [0.9970, -0.9018, 1.2584], [0.8762, 0.1906, 0.1422], [-0.6084, -1.2042, -1.2500], [0.5191, -0.0812, 0.1716], [-0.4282, 1.5910, 1.2221], [-0.4292, -0.6043, -1.5681], [-0.3822, -0.4114, -0.3507], [-0.1689, -0.4880, 0.5501], [-0.0956, 0.1867, -0.0676], [-0.2399, -0.3885, -0.3721], [-0.1365, 0.4644, 0.1371], [-0.2144, 0.3964, 0.4624], [-0.3253, 0.0588, -0.2015], [-0.4983, -0.7971, 0.3499], [-0.4569, 0.0818, -2.0480], [0.6350, -1.4895, 0.3089], [0.5773, 0.0885, 4.1988], [-0.4005, 0.2755, -2.4384], [-0.8217, 2.4462, -0.5940], [0.1581, -0.8194, -0.4073], [-0.3563, 0.4309, 0.6002], [0.9666, -0.4352, -0.4314], [-0.2018, 0.5439, 0.1086], [0.1935, -0.3993, 0.4977], [0.5723, -0.1705, 0.2797], [0.0864, -0.3097, -0.0066], [0.7159, -0.2421, -1.2702], [0.0181, -0.8238, 0.8496], [-0.1303, 1.0401, 0.8631], [1.8770, 0.4431, 0.0705], [-1.4595, -2.0968, -1.4307], [-0.3885, 2.5358, 2.0122], [0.0071, -0.1675, -0.0836], [0.1795, -0.0872, -0.0157], [0.0964, 0.4003, -0.1513], [-0.3817, -1.2044, -0.1932], [0.0429, 0.1432, -0.5100], [-0.5558, 0.2125, -0.3213], [-0.4332, 0.0069, -0.6842], [-0.3060, -0.5497, 0.0495], [0.3015, -0.6139, -0.4065], [0.9735, 1.0270, -0.0086], [0.0978, -2.8118, -0.6385], [-1.6537, 2.4306, 1.5898], [0.6648, 0.2986, -0.9047], [0.2569, 0.0311, -0.0127], [0.2352, -0.0848, 0.2031], [0.0165, 0.2465, -0.0209], [-0.0689, 0.0332, 0.2605], [-0.3552, 0.5509, 0.3306], [0.3998, -0.3641, 0.1197], [-0.7976, 0.9177, -0.9302], [2.6420, -0.9879, -1.0534], [1.1455, 1.2410, 0.2874], [-0.2394, 0.5696, 0.1455], [-4.6675, -1.7452, 3.7249], [3.2053, 1.0821, -3.0962], [-0.9631, -0.5538, 1.2982], [-0.2102, -0.0423, 0.3388], [0.3307, -0.2246, -0.1191], [0.3671, 0.1644, 0.2159], [-0.1128, 0.0020, -0.2294], [0.2682, 0.3217, 0.2229], [-0.9921, -0.7383, -0.7897], [1.2915, -0.7692, 0.5668], [-1.1127, 0.9215, 0.4152], [-1.9157, -0.1930, 1.3013], [-0.2764, 0.8971, -1.3639], [1.0422, 0.4413, -3.5809], [-0.5776, -0.1663, 2.0776], [1.7815, -0.4689, 0.3887], [-0.9591, 0.4963, 0.7204], [-0.7473, -0.7268, -0.1548], [0.5687, -0.2384, -0.3106], [0.6630, 0.0696, 0.2377], [-0.1517, 0.1386, -0.1293], [0.4119, -0.3474, -0.0318], [1.4121, 0.4366, -1.1243], [-2.3500, -0.6755, 0.6589], [-0.7795, 1.7989, -2.7178], [1.5450, 1.8704, 2.4741], [2.1458, -4.5004, 2.7278], [-2.0735, 2.5459, -2.4475], [0.5099, -1.7737, -1.0628], [-0.2035, -0.4784, 0.4259], [-0.0410, 0.3578, 0.4745], [-0.2093, -0.0518, -0.2516], [0.2397, 0.5044, 0.2766], [0.1940, -0.2226, 0.4089], [-0.3648, 0.2279, 0.0757], [-0.1784, -0.6113, 0.1444], [-0.2438, 0.4447, -0.1636], [0.8036, -0.0237, 0.5269], [-0.7465, 1.2313, 0.9458], [-0.6631, -1.7326, -2.2567], [1.6287, 0.9190, 1.2215], [-0.4963, -1.3239, -0.2330], [0.1642, 0.0413, -0.1880], [-0.1766, 0.3226, 0.0951], [0.0513, 0.0221, 0.2791], [0.6490, 0.0012, -0.0939], [-0.2320, 0.0031, 0.0898], [-0.5426, 0.6186, -0.2179], [0.4291, -0.5024, 0.9698], [2.1328, -1.1386, 0.2845], [0.6449, 0.0488, -1.0270], [-1.1401, 0.7474, -0.1624], [-1.9995, 1.1790, -1.1898], [2.7327, -1.1949, 2.7609], [-1.1747, 0.5944, -0.9683], [-0.6007, 0.3907, -0.6130], [-0.1931, 0.2318, 0.0324], [-0.1870, -0.6235, 0.0978], [0.3910, -0.2072, 0.1240], [-0.4049, 0.6916, 0.0205], [-0.5782, -0.2197, -0.3391], [-0.1857, -0.5831, 0.3246], [1.6460, 1.5776, 1.0102], [0.5765, -2.0096, 0.0833], [-0.5647, 0.2972, -0.1085], [1.2167, 1.5800, -0.9950], [-0.3257, -1.2876, 0.5082], [-1.0255, 0.7815, 0.0883], [0.1822, 0.4872, -1.5262], [0.1923, 0.2785, 0.2853], [-0.7088, -1.0310, -0.0517], [0.0078, -0.5789, 0.2715], [-0.1593, 0.5556, 0.0732], [-0.7738, 0.1054, -0.1902], [0.1978, 0.1486, -0.4821], [-0.6976, -0.6302, 0.3683], [0.5354, -0.1720, 0.8292], [-0.6061, 2.0929, 0.5457], [-1.5549, -0.2248, 0.9746], [2.8386, -2.0003, -1.6992], [-1.2900, 0.9236, -0.4391], [-0.0809, -0.1013, 0.0526], [0.2254, 0.1918, -0.2986], [-0.2899, 0.4428, 0.2660], [0.5926, -0.0760, 0.2460], [0.4446, -0.5236, -0.2344], [-0.2835, -0.1382, -0.0080], [1.5828, -0.6368, -1.3499], [-1.4619, -0.2158, -0.0611], [0.6340, 0.1699, -0.4191], [-1.4300, -0.7348, 0.9072], [1.3195, 3.9541, 0.8067], [1.0390, -3.3425, -1.9622], [-1.0038, 0.7895, 1.9337], [0.0948, 0.2177, 0.0837], [-0.5382, -0.7547, -0.5663], [-0.1245, 0.2325, 0.3726], [0.2869, 0.4303, 0.1582], [-0.2977, -0.0007, -0.0104], [-0.0726, -0.1357, 0.2488], [-1.1305, 0.1057, 1.4447], [0.9731, 0.2497, -1.0904], [2.2958, -1.2213, 0.8234], [-1.6795, 0.8352, 0.4026], [-2.3741, 1.7481, 0.2269], [2.7489, -0.9408, -0.6703], [-1.0894, -0.7352, -0.2885], [-0.1081, -0.0222, -0.1986], [0.2583, 0.1208, -0.1276], [0.2976, -0.1529, -0.0743], [0.2678, 0.1772, -0.0184], [-0.6501, 0.1445, -0.3657], [0.1101, -0.2107, 0.0473], [0.7555, -0.5386, 0.6658], [-0.9714, 1.0902, -0.5675], [-2.4189, 1.4235, 0.4611], [1.1333, -1.0087, 0.0444], [3.0163, -1.5205, -4.3302], [-2.2528, 0.7290, 0.3763], [0.2699, 0.8266, 4.7599], [0.2391, -0.3062, 0.0714], [-0.2895, -0.3775, -0.8012], [0.0259, -0.1235, -0.6589], [0.2409, -0.0606, 0.3795], [0.0739, 0.1533, 0.0531], [0.1777, -0.2405, -0.5297]]}